<i>
6 unconnected molecules or ions with the total composition C36H30N6O12, computed with ωB97M-V/def2-TZVPD.

The geometry in ORCA input format:
```
! RIJCOSX wB97M-V def2-TZVPD def2/J DEFGRID3
* xyz 0 1
O -6.2317 -2.5600 0.5022
N -6.3933 -1.9540 1.5488
O -5.9808 -0.7964 1.6890
C -6.7575 -2.6905 2.7880
C -7.0324 -4.0571 2.7027
C -7.0954 -4.8136 3.8769
C -7.2011 -4.2020 5.1224
C -6.8984 -2.8194 5.1980
C -6.7483 -2.0467 4.0537
H -7.0744 -4.4621 1.7024
H -7.3367 -5.8485 3.6841
H -7.3474 -4.7659 6.0319
H -6.8544 -2.2965 6.1420
H -6.4989 -0.9961 4.0318
O 7.4555 -7.6875 0.5812
N 7.9141 -6.5329 0.5506
O 9.1366 -6.3636 0.5460
C 7.0330 -5.3373 0.6095
C 7.5977 -4.1123 0.9613
C 6.8235 -2.9882 1.0728
C 5.4615 -3.0798 0.8320
C 4.8777 -4.3103 0.4755
C 5.6907 -5.4358 0.3475
H 8.6261 -3.8207 1.1157
H 7.1645 -2.0344 1.4474
H 4.8251 -2.2230 0.9973
H 3.8056 -4.2876 0.3469
H 5.1593 -6.3646 0.2013
O 2.7576 4.7213 3.4083
N 1.8338 5.6080 3.2521
O 1.9175 6.6373 3.9086
C 0.6502 5.3499 2.3464
C -0.3298 6.3091 2.0752
C -1.3121 6.1526 1.1194
C -1.3978 4.8731 0.6104
C -0.5637 3.8107 1.0408
C 0.4498 4.0543 1.8968
H -0.2436 7.2835 2.5329
H -1.9128 7.0369 0.9660
H -2.2019 4.7387 -0.0980
H -0.6199 2.8497 0.5511
H 1.0744 3.2365 2.2246
O 8.0134 1.7420 -0.5383
N 6.9420 1.1800 -0.7447
O 6.7142 0.1323 -0.1955
C 5.8940 1.7769 -1.5873
C 4.9503 0.9551 -2.3021
C 3.9600 1.4707 -3.1373
C 3.8854 2.8640 -3.3057
C 4.8652 3.6496 -2.6967
C 5.9288 3.1460 -1.9065
H 4.9851 -0.1108 -2.1317
H 3.2454 0.7794 -3.5591
H 3.0993 3.4084 -3.8078
H 4.8825 4.7276 -2.7597
H 6.6557 3.7971 -1.4438
O 1.9079 -2.7884 0.3361
N 1.6212 -1.6698 -0.1861
O 2.4378 -1.0206 -0.8622
C 0.2784 -1.1198 0.0870
C -0.5841 -1.8715 0.8587
C -1.8907 -1.3890 1.0775
C -2.3353 -0.1797 0.5613
C -1.4795 0.5280 -0.2471
C -0.1430 0.1180 -0.4694
H -0.3365 -2.8268 1.2973
H -2.5031 -1.9537 1.7648
H -3.3141 0.2218 0.7784
H -1.8442 1.4539 -0.6667
H 0.4577 0.7265 -1.1292
O -2.2811 3.5721 -4.4341
N -2.7459 2.8513 -3.5269
O -2.4443 3.0428 -2.3612
C -3.8236 1.9406 -3.8809
C -4.6008 1.2514 -2.9475
C -5.5969 0.3244 -3.2930
C -5.8542 0.0567 -4.6525
C -5.0944 0.6556 -5.6074
C -4.1619 1.6082 -5.2251
H -4.4849 1.5412 -1.9136
H -6.2599 -0.0444 -2.5244
H -6.5193 -0.7077 -5.0264
H -5.0963 0.3930 -6.6550
H -3.5521 1.9926 -6.0294
*
```

Computed properties:
SMILES = O=[N+]([O-])c1ccccc1.O=[N+]([O-])c1ccccc1.O=[N+]([O-])c1ccccc1.O=[N+]([O-])c1ccccc1.O=[N+]([O-])c1ccccc1.O=[N+]([O-])c1ccccc1
highest occupied orbital energy = -9.5266 eV

Here are the Mulliken charges for atoms 1 to 5, given in e: O -0.56; N 0.92; O -0.56; C 0.08; C -0.26



<ii>
6 unconnected molecules or ions with the total composition C36H30N6O12, computed with ωB97M-V/def2-TZVPD.

The geometry in ORCA input format:
```
! RIJCOSX wB97M-V def2-TZVPD def2/J DEFGRID3
* xyz 0 1
O 1.7340 -1.0729 -3.2481
N 2.5347 -1.7015 -3.9701
O 3.7488 -1.4338 -3.9231
C 2.0628 -2.7645 -4.8501
C 0.7505 -2.6984 -5.2426
C 0.2389 -3.5701 -6.2292
C 1.2304 -4.3481 -6.9920
C 2.4932 -4.4841 -6.4942
C 2.9559 -3.5808 -5.4706
H -0.0228 -2.1564 -4.7185
H -0.8037 -3.5891 -6.5104
H 0.9291 -4.8744 -7.8856
H 3.2124 -5.1596 -6.9334
H 3.9814 -3.5679 -5.1322
O -3.2387 -3.2518 -3.0228
N -2.9101 -2.1585 -2.7548
O -1.8634 -1.6653 -3.1973
C -3.7304 -1.4062 -1.7207
C -3.3442 -0.1395 -1.2607
C -4.1420 0.5998 -0.3705
C -5.3457 -0.0170 0.1012
C -5.7200 -1.2490 -0.3221
C -4.9211 -1.9730 -1.1942
H -2.3835 0.1834 -1.6338
H -3.8312 1.5794 -0.0386
H -5.9528 0.4502 0.8625
H -6.6319 -1.6977 0.0433
H -5.2887 -2.9767 -1.3488
O 2.5062 0.3891 4.6348
N 1.5738 -0.2856 4.1528
O 0.9448 -1.0461 4.8548
C 1.2475 -0.2049 2.6767
C 1.7325 0.9531 1.9878
C 1.4388 1.1857 0.6187
C 0.5917 0.2118 -0.0330
C 0.0870 -0.8856 0.6267
C 0.4804 -1.0541 1.8932
H 2.2029 1.8215 2.4246
H 1.9241 2.0358 0.1625
H 0.4708 0.0537 -1.0945
H -0.5205 -1.6543 0.1723
H 0.1462 -2.0091 2.2709
O 0.8767 7.4218 -1.8288
N 1.6258 6.4445 -1.8103
O 2.7584 6.5856 -1.3726
C 1.0192 5.0909 -2.1542
C 1.7911 3.9882 -2.3510
C 1.3271 2.7271 -2.8272
C 0.0070 2.7033 -3.2115
C -0.8243 3.8096 -3.0112
C -0.3602 5.0751 -2.4974
H 2.8275 4.0690 -2.0581
H 1.9071 1.8283 -2.9760
H -0.3829 1.7828 -3.6200
H -1.8913 3.7852 -3.1765
H -1.0578 5.8716 -2.2848
O 4.4844 6.6399 5.9765
N 4.2388 5.5063 5.6356
O 4.0594 4.6612 6.4579
C 4.3843 5.1961 4.1750
C 4.0704 6.1699 3.2453
C 4.0003 5.7344 1.8878
C 4.3535 4.4226 1.5966
C 4.7001 3.4940 2.4870
C 4.6452 3.8302 3.8129
H 3.8606 7.2001 3.4921
H 3.7667 6.4082 1.0767
H 4.5356 4.0511 0.5990
H 4.8521 2.4747 2.1643
H 4.7202 3.0182 4.5210
O -2.1581 -2.7695 2.5262
N -3.2479 -3.3383 2.3767
O -4.1985 -3.0778 1.6913
C -3.3938 -4.4046 3.3424
C -2.4494 -4.7266 4.3939
C -2.7866 -5.7669 5.3322
C -4.0248 -6.3588 5.3687
C -4.9250 -6.0741 4.3304
C -4.6209 -5.1813 3.3631
H -1.4888 -4.2330 4.3981
H -2.0748 -6.2024 6.0178
H -4.2015 -7.1182 6.1160
H -5.9352 -6.4560 4.3228
H -5.3578 -5.0702 2.5814
*
```

Computed properties:
SMILES = O=[N+]([O-])c1ccccc1.O=[N+]([O-])c1ccccc1.O=[N+]([O-])c1ccccc1.O=[N+]([O-])c1ccccc1.O=[N+]([O-])c1ccccc1.O=[N+]([O-])c1ccccc1
highest occupied orbital energy = -9.6965 eV

Here are the Mulliken charges for atoms 1 to 5, given in e: O -0.49; N 0.87; O -0.57; C 0.09; C 0.01



Name the least stable of them. <ii>.



<i>
A molecular structure, C2H3BrN2O2S, computed with ωB97M-V/def2-TZVPD.

The geometry in ORCA input format:
```
! RIJCOSX wB97M-V def2-TZVPD def2/J DEFGRID3
* xyz 0 1
C 1.6695 -1.3623 -0.8179
C -0.6180 1.3789 0.5616
N 0.5872 -0.9552 -0.4005
N 2.8384 -1.6094 -1.1561
O -1.6819 -0.6187 1.7471
O -2.3868 -0.4718 -0.5620
S -1.3541 -0.2489 0.4044
Br -1.9372 2.2629 1.6468
H 0.4211 1.1062 0.9898
H -0.7149 2.0012 -0.3288
H 3.1767 -1.4827 -2.0843
*
```

Computed properties:
highest occupied orbital energy = -9.0708 eV

Here are the Mulliken charges for atoms 1 to 5, given in e: C 0.43; C -0.48; N -0.60; N -0.59; O -0.44



<ii>
A molecular structure, C2H3BrN2O2S, computed with ωB97M-V/def2-TZVPD.

The geometry in ORCA input format:
```
! RIJCOSX wB97M-V def2-TZVPD def2/J DEFGRID3
* xyz 0 1
C -1.2533 0.7562 1.2143
C 0.4460 0.5027 -1.1719
N -2.1368 1.4107 0.9472
N -0.2011 -0.0505 1.4224
O -0.5963 -1.8330 -0.4712
O 1.6799 -1.3423 0.4441
S 0.4032 -0.8976 -0.0127
Br 1.4884 -0.2705 -2.5795
H -0.6926 0.8224 -1.4470
H 0.9255 1.4201 -0.6406
H -0.0628 -0.5181 2.2948
*
```

Computed properties:
highest occupied orbital energy = -10.9741 eV

Here are the Mulliken charges for atoms 1 to 5, given in e: C 0.42; C -0.59; N -0.42; N -0.33; O -0.53



Name the least stable of them. <i>.



<i>
A molecular structure, C4H4FN, computed with ωB97M-V/def2-TZVPD.

The geometry in ORCA input format:
```
! RIJCOSX wB97M-V def2-TZVPD def2/J DEFGRID3
* xyz 0 1
C 0.8477 -1.0019 -0.2504
C 1.8399 -0.2685 0.2385
C -0.0332 0.2284 -0.1388
C -1.4431 0.6111 -0.1579
N 0.8699 0.9549 0.4000
F -2.2374 -0.3225 0.3937
H 0.6371 -2.0863 -0.4366
H 2.8616 -0.3397 0.7183
H -1.9509 0.6765 -1.1055
H -1.3915 1.5479 0.3388
*
```

Computed properties:
highest occupied orbital energy = -9.0214 eV

Here are the Mulliken charges for atoms 1 to 5, given in e: C -0.40; C -0.22; C 0.64; C -0.32; N -0.55



<ii>
2 unconnected molecules or ions with the total composition C4H4FN, computed with ωB97M-V/def2-TZVPD.

The geometry in ORCA input format:
```
! RIJCOSX wB97M-V def2-TZVPD def2/J DEFGRID3
* xyz 0 1
C 1.3597 1.7341 0.9418
C 0.1981 -0.8870 -0.8416
C -0.8436 -0.7842 0.2464
C -0.2745 0.4137 -0.2724
N 2.1187 2.2578 1.6655
F -0.8079 1.5127 -0.8777
H 1.1169 -1.2044 -0.5632
H -0.3272 -1.1250 -1.6986
H -2.0420 -0.9188 0.1290
H -0.4984 -0.9989 1.2705
*
```

Computed properties:
highest occupied orbital energy (alpha / beta) = -10.7276 / -10.7284 eV

Here are the Mulliken charges for atoms 1 to 5, given in e: C -0.08; C -0.60; C -0.41; C 0.52; N -0.34



Name the least stable of them. <ii>.



<i>
C2H3BF2O in the gas phase, computed with ωB97M-V/def2-TZVPD.

The geometry in ORCA input format:
```
! RIJCOSX wB97M-V def2-TZVPD def2/J DEFGRID3
* xyz 0 1
B 1.7369 -0.5766 -0.2067
O 0.7783 0.2201 0.2977
C -0.5336 0.2172 0.5292
F -0.8244 -0.0337 1.8258
C -1.5598 0.5559 -0.2462
F -1.3253 0.7982 -1.5572
H 1.5036 -1.6454 -0.6346
H 2.8186 -0.1766 -0.0260
H -2.5943 0.6408 0.0180
*
```

Computed properties:
SMILES = BO/C(F)=C\F
highest occupied orbital energy = -9.5787 eV

Here are the Mulliken charges for atoms 1 to 5, given in e: B 0.36; O -0.41; C 0.47; F -0.23; C -0.21



<ii>
A molecular structure, C2H3BF2O, computed with ωB97M-V/def2-TZVPD.

The geometry in ORCA input format:
```
! RIJCOSX wB97M-V def2-TZVPD def2/J DEFGRID3
* xyz 0 1
B 0.3426 1.7012 0.0445
C -1.9923 0.2747 -0.0691
C -0.5907 -0.0990 -0.3951
O -2.5348 0.3533 0.9791
F -2.8483 0.3393 -1.1561
F 0.5978 2.4571 1.0868
H -0.1365 -0.8480 0.2421
H 0.9092 2.1658 -0.8641
H -0.3798 -0.1506 -1.5085
*
```

Computed properties:
highest occupied orbital energy = -10.7713 eV

Here are the Mulliken charges for atoms 1 to 5, given in e: B 0.43; C 0.53; C -0.56; O -0.47; F -0.25



Name the least stable of them. <i>.